{
  "formula": "C51H106N4O16S3",
  "method": "ωB97M-V/def2-TZVPD",
  "total_energy_ha": -4623.786018,
  "gap_ev": 8.182,
  "multiplicity": 1,
  "lumo_energy_ev": 0.0,
  "max_force_ev_per_a": 4.926,
  "symbols": ["C", "C", "C", "C", "C", "C", "N", "O", "C", "C", "C", "H", "H", "H", "H", "H", "H", "H", "H", "H", "H", "H", "H", "H", "H", "H", "H", "H", "H", "H", "C", "C", "C", "C", "C", "C", "N", "O", "C", "C", "C", "H", "H", "H", "H", "H", "H", "H", "H", "H", "H", "H", "H", "H", "H", "H", "H", "H", "H", "H", "C", "C", "C", "C", "C", "C", "N", "O", "C", "C", "C", "H", "H", "H", "H", "H", "H", "H", "H", "H", "H", "H", "H", "H", "H", "H", "H", "H", "H", "H", "C", "C", "C", "C", "C", "C", "N", "O", "C", "C", "C", "H", "H", "H", "H", "H", "H", "H", "H", "H", "H", "H", "H", "H", "H", "H", "H", "H", "H", "H", "C", "S", "O", "C", "H", "H", "H", "H", "H", "H", "C", "S", "O", "C", "H", "H", "H", "H", "H", "H", "C", "S", "O", "C", "H", "H", "H", "H", "H", "H", "C", "C", "O", "C", "O", "O", "H", "H", "H", "H", "C", "C", "O", "C", "O", "O", "H", "H", "H", "H", "C", "C", "O", "C", "O", "O", "H", "H", "H", "H"],
  "xyz": [[0.19829, 0.74538, -1.32678], [1.30488, 1.84864, -1.17150], [0.69237, 3.08907, -0.38760], [0.50560, 2.76145, 1.14348], [1.85266, 2.28307, 1.80491], [2.53519, 1.09409, 1.03414], [2.50612, 1.38492, -0.44354], [3.29368, 0.47732, -1.27659], [3.93072, 0.84125, 1.58005], [1.60566, -0.16829, 1.39484], [1.77946, 2.25430, -2.64315], [0.49454, -0.26945, -1.59226], [-0.55680, 0.97129, -2.07970], [-0.34242, 0.58710, -0.39367], [1.12960, 4.08337, -0.47864], [-0.30241, 3.36331, -0.73873], [-0.31933, 2.06379, 1.28785], [0.17189, 3.71541, 1.55176], [1.67963, 2.00763, 2.84525], [2.55850, 3.10518, 1.92333], [3.87089, 0.81548, 2.66811], [4.32608, -0.09396, 1.18358], [4.62203, 1.64563, 1.32874], [1.80769, -0.97983, 0.69579], [1.91158, -0.54039, 2.37262], [0.55673, 0.10548, 1.50844], [2.44804, 3.11515, -2.63456], [1.00992, 2.64562, -3.30857], [2.19818, 1.46497, -3.26744], [3.93428, 1.07154, -1.67423], [0.04163, -8.65429, 3.05806], [-0.94758, -9.69417, 3.65708], [-1.94092, -9.87992, 2.50378], [-2.83036, -11.09714, 2.69259], [-2.06793, -12.40041, 3.19100], [-1.00396, -12.16659, 4.32020], [-0.25339, -10.91460, 4.09717], [0.63835, -10.75255, 5.11196], [-1.75202, -12.17826, 5.65294], [-0.00527, -13.31555, 4.18249], [-1.80585, -9.02305, 4.78003], [0.85569, -8.41700, 3.74298], [-0.36807, -7.67430, 2.81339], [0.56077, -9.02715, 2.17512], [-2.42483, -8.92022, 2.32234], [-1.28318, -10.10766, 1.66495], [-3.34995, -11.25946, 1.74825], [-3.62564, -10.86397, 3.40058], [-1.48606, -12.82553, 2.37318], [-2.86903, -13.09988, 3.42993], [-1.47751, -11.34610, 6.30121], [-2.83332, -12.20406, 5.51788], [-1.49472, -12.99054, 6.33270], [0.47620, -13.14167, 3.22017], [0.71438, -13.22664, 4.99631], [-0.38825, -14.33442, 4.12478], [-2.15372, -8.01013, 4.57738], [-1.32222, -8.97381, 5.75562], [-2.76092, -9.50159, 4.99668], [1.48582, -10.87670, 4.67837], [-7.20418, -3.30462, 2.94940], [-7.05691, -1.80048, 3.22067], [-8.37738, -1.21720, 2.63872], [-8.67052, 0.27332, 3.21723], [-8.71890, 0.17823, 4.79020], [-7.33201, -0.28731, 5.35697], [-6.92021, -1.59908, 4.71419], [-5.78023, -2.05681, 5.23517], [-6.26888, 0.84341, 5.07280], [-7.57245, -0.46486, 6.90223], [-5.85998, -1.33705, 2.23954], [-7.39347, -3.57018, 1.90934], [-7.92465, -3.85147, 3.55767], [-6.26396, -3.78639, 3.21768], [-8.35090, -1.25667, 1.54976], [-9.19614, -1.85398, 2.97373], [-9.67982, 0.50665, 2.87813], [-8.03422, 1.03944, 2.77421], [-9.49669, -0.52118, 5.09673], [-8.97842, 1.12127, 5.27128], [-6.27075, 1.21406, 4.04776], [-6.55122, 1.74875, 5.61014], [-5.26510, 0.46884, 5.27341], [-7.74095, 0.54136, 7.28597], [-8.46631, -1.06242, 7.08124], [-6.78726, -0.93489, 7.49438], [-5.49028, -0.37791, 2.60213], [-6.06175, -1.44693, 1.17403], [-4.94684, -1.88648, 2.46845], [-6.06253, -2.72774, 5.86106], [1.59690, -0.30045, -10.80724], [0.54591, -1.45807, -10.85383], [0.12077, -1.66959, -9.33130], [-0.92674, -0.63908, -8.79353], [-2.01678, -0.65138, -9.80597], [-1.64811, -0.36372, -11.35784], [-0.62579, -1.31710, -11.72606], [-0.22910, -1.13944, -13.05062], [-2.97777, -0.69019, -12.16816], [-1.30289, 1.11843, -11.59729], [1.36237, -2.78237, -11.15741], [1.68117, 0.20904, -11.76714], [2.59573, -0.68703, -10.60482], [1.28309, 0.40858, -10.04113], [-0.36991, -2.63806, -9.42829], [1.04864, -1.77301, -8.76873], [-0.49556, 0.35595, -8.68352], [-1.35149, -0.87099, -7.81685], [-2.78093, 0.06112, -9.49533], [-2.46226, -1.63941, -9.68997], [-3.27845, -1.73046, -12.04354], [-3.88228, -0.12424, -11.94525], [-3.00134, -0.46393, -13.23415], [-0.41969, 1.40524, -11.02650], [-1.06961, 1.21333, -12.65780], [-2.19956, 1.68859, -11.35441], [0.61652, -3.57458, -11.22237], [2.12391, -3.01830, -10.41411], [1.86793, -2.79493, -12.12299], [-0.31433, -2.04195, -13.36652], [7.12969, -0.34715, -6.87648], [7.02978, 1.49412, -6.84152], [7.22730, 1.83663, -5.37969], [8.70371, 1.75023, -7.58793], [7.36391, -0.82227, -7.82911], [6.21273, -0.81349, -6.51618], [7.95465, -0.67984, -6.24651], [9.05994, 2.67636, -7.13685], [8.68808, 1.57777, -8.66410], [9.31564, 0.91047, -7.25863], [1.79126, 9.47721, -4.12090], [3.35729, 9.79885, -5.12594], [4.56422, 9.80032, -4.19261], [3.46686, 8.17312, -6.05699], [0.99021, 9.14057, -4.77899], [1.50360, 10.35236, -3.53826], [2.06181, 8.65440, -3.45917], [3.72851, 7.32273, -5.42732], [4.18528, 8.13437, -6.87581], [2.50303, 7.92811, -6.50320], [3.54557, 11.01893, 4.53045], [1.77741, 10.51217, 4.44455], [0.97113, 11.71056, 3.99415], [1.51451, 9.40003, 3.03804], [3.62733, 11.75399, 5.33115], [3.82514, 11.50601, 3.59626], [4.15014, 10.13005, 4.71068], [1.80925, 9.80737, 2.07093], [0.46450, 9.12019, 2.95279], [2.01222, 8.43806, 3.16039], [-2.34658, 7.02792, 6.75029], [-1.11070, 6.31937, 7.18306], [-0.57291, 7.13159, 8.20916], [-1.31011, 8.28419, 8.37917], [-1.11210, 9.23502, 9.07773], [-2.41382, 8.24005, 7.52861], [-3.27192, 6.52793, 7.03638], [-2.48065, 7.38023, 5.72755], [-0.38807, 6.08209, 6.40227], [-1.39431, 5.41945, 7.72879], [7.54529, 6.37240, -1.11357], [6.27884, 5.61943, -0.70548], [6.10580, 6.01047, 0.60810], [7.26298, 6.45663, 1.10766], [7.45191, 6.69301, 2.27800], [8.11657, 6.50053, 0.16877], [7.27235, 7.30440, -1.60852], [8.21773, 5.79768, -1.75047], [6.37967, 4.53448, -0.67703], [5.41235, 5.87485, -1.31544], [4.15016, -0.08068, 10.26509], [3.02264, -0.56602, 9.35755], [2.98126, 0.35356, 8.30963], [3.49593, 1.55453, 8.79421], [3.45292, 2.59454, 8.14661], [4.13090, 1.34089, 9.93888], [5.10162, -0.58711, 10.10280], [3.78110, -0.23836, 11.27852], [2.05856, -0.63311, 9.86167], [3.14905, -1.60704, 9.06025]],
  "forces_ev_per_angstrom": [[-0.4, -0.1, 0.4], [-0.2, 0.0, -1.2], [-0.5, -1.1, 0.8], [1.3, 0.5, -0.9], [-0.4, 0.2, -0.9], [-2.5, -0.8, -0.1], [1.1, 1.1, 0.1], [-1.1, 0.1, 1.4], [-0.1, 0.2, -0.5], [1.4, 0.6, 0.2], [-0.5, 0.6, 0.4], [0.9, 0.2, -0.1], [0.1, 0.5, 0.0], [0.0, 0.3, 0.1], [1.2, -0.4, -0.2], [-0.3, -0.7, -0.4], [0.2, -0.2, 0.0], [0.1, -0.1, 0.5], [-0.2, -0.5, 0.0], [0.0, 0.3, -0.5], [0.0, -0.2, 0.0], [0.1, 0.0, 0.2], [0.0, 0.1, -0.2], [-0.4, 0.1, -0.2], [0.1, 0.0, 0.1], [0.1, -0.2, -0.5], [0.5, -0.2, 0.4], [-0.9, -0.1, 0.5], [0.2, -0.3, 0.6], [0.1, 0.1, 0.1], [1.2, -0.2, 1.0], [-1.0, 2.2, 0.8], [1.4, -1.9, 0.0], [0.0, -0.2, 0.5], [0.2, 1.9, -1.1], [-1.7, -0.5, -0.3], [-1.7, -0.8, -3.1], [0.9, 0.8, 1.3], [0.1, 0.1, 1.3], [0.5, 0.5, -0.1], [0.0, 0.1, 0.9], [0.0, -0.1, 0.4], [-0.6, -0.3, 0.0], [-0.3, -0.3, -0.2], [-0.2, -0.3, 0.0], [-0.2, 0.1, -0.5], [0.0, -0.5, 0.0], [0.0, 0.0, 0.2], [-0.3, 0.1, -0.4], [0.5, -0.3, 0.5], [-0.2, 0.4, -0.3], [0.0, 0.2, 0.1], [0.0, -0.6, -0.4], [0.4, -0.1, 0.1], [0.2, -0.3, -0.1], [-0.5, 0.2, 0.4], [0.5, 0.2, -0.5], [0.4, 0.0, -0.1], [0.1, -0.7, -0.3], [0.3, 0.1, 0.2], [1.0, -0.9, 0.7], [0.0, -0.6, -1.6], [0.3, 2.2, 2.1], [-0.9, -2.1, 0.1], [1.5, -0.3, -1.3], [0.1, 0.2, -0.5], [-4.1, 2.0, -1.8], [2.5, -0.8, 0.7], [-0.8, -0.5, 0.0], [0.2, 0.0, -0.9], [0.3, 0.0, 2.6], [0.0, 0.4, -0.1], [-0.5, 0.5, 0.1], [0.3, -0.1, -0.1], [0.1, 0.1, 0.1], [-0.1, 0.1, 0.0], [-0.1, 0.2, 0.0], [0.3, -0.2, 0.4], [0.0, -0.2, -0.2], [0.1, 0.2, -0.2], [-0.1, -0.5, -0.3], [0.4, -0.1, 0.6], [0.0, 0.3, 0.4], [0.0, -0.1, 0.2], [-0.1, 0.0, -0.2], [0.4, 0.2, -0.3], [-0.6, 0.7, -0.8], [-0.3, 0.4, 0.3], [-0.2, -0.8, -0.1], [0.2, -0.2, 0.1], [-0.7, 0.0, -0.8], [2.1, -0.1, 1.9], [-0.9, 0.1, -1.2], [1.8, -0.2, -0.7], [-0.8, 0.5, -1.3], [-2.1, 0.0, 1.2], [0.3, -0.7, 1.6], [0.3, 0.0, -0.6], [0.0, -0.1, -0.1], [0.1, -1.0, -0.1], [-1.3, 0.5, -0.9], [-0.1, 0.1, -0.1], [-0.1, 0.0, 0.3], [0.4, 0.2, -0.1], [-0.1, -0.2, 0.8], [-0.2, 0.1, 0.1], [0.2, 0.1, -0.1], [0.2, -0.4, 0.0], [-0.2, 0.1, -0.3], [-0.3, -0.1, -0.6], [0.3, -0.1, 0.0], [0.2, 0.4, 1.2], [1.1, -0.3, -0.3], [-0.3, 0.3, 0.1], [0.0, 0.3, 0.0], [0.3, 0.3, 0.1], [0.1, -0.3, 0.2], [-0.3, 0.2, 0.2], [0.0, 0.4, -0.1], [0.0, 0.0, -0.5], [0.1, -0.5, -0.1], [1.2, -0.8, 1.1], [-0.3, -0.1, -1.2], [-0.5, -1.3, 0.5], [-0.2, 0.6, -0.5], [-0.1, 0.4, 0.1], [0.0, 0.5, 0.4], [0.0, 0.1, -0.7], [-0.2, 1.0, -0.1], [0.1, 0.2, 0.5], [1.2, -0.8, -0.4], [1.1, -0.7, 0.5], [-1.8, -0.1, -0.9], [-0.7, -0.2, 0.3], [0.1, 0.2, -0.1], [0.3, 0.1, -0.3], [-0.1, 0.1, 0.2], [0.0, 0.3, 0.6], [0.2, 0.9, 0.2], [-0.2, 0.3, 0.0], [-0.5, -0.4, -1.1], [-1.4, 0.9, -0.1], [0.8, -0.4, 0.5], [1.0, -0.9, -0.5], [-0.2, -0.3, 0.1], [0.0, -0.1, -0.1], [0.0, 0.1, 0.1], [0.1, 0.4, 0.2], [-0.2, 0.6, 0.5], [0.4, 0.0, 0.2], [-2.3, 1.6, -0.1], [0.0, -1.1, 0.8], [0.3, 1.9, 0.6], [-1.1, 0.6, -1.0], [0.4, -1.6, -0.3], [1.7, -0.3, 0.9], [0.2, -0.6, -0.3], [0.6, -0.5, -0.2], [0.1, 0.3, 0.1], [0.1, -0.4, -0.5], [-0.9, -1.2, -0.4], [-0.2, -0.8, -1.5], [-1.7, 0.6, 1.5], [-1.6, -0.3, 3.6], [-0.2, -0.1, -1.3], [4.0, 1.4, -2.1], [0.4, 0.3, 0.4], [-0.1, 0.1, 0.1], [0.2, -0.1, -0.4], [0.0, 0.1, 0.2], [-1.7, 0.2, -0.1], [-0.1, -1.5, 0.7], [0.1, 1.2, -0.1], [0.0, 1.2, -3.1], [-0.1, -2.6, 2.1], [0.7, -0.4, 0.9], [0.1, 0.6, -0.2], [0.6, 0.4, 0.2], [-0.1, 0.7, 0.3], [0.5, 0.2, -0.7]]
}